{"formula": "C48H34AlI4N5O", "method": "the ωB97M-V functional and the def2-TZVPD basis", "gap_ev": [4.658, 4.623], "spin_multiplicity": 1, "homo_energy_ev": [-5.1, -5.1], "e_tot_ha": -3630.9897, "species": ["Al", "I", "C", "C", "C", "C", "C", "C", "C", "C", "C", "C", "C", "C", "C", "C", "C", "C", "I", "C", "C", "C", "N", "C", "C", "C", "C", "C", "C", "I", "C", "C", "C", "C", "C", "C", "N", "C", "C", "C", "C", "C", "N", "C", "C", "C", "C", "I", "C", "C", "C", "C", "N", "H", "H", "H", "H", "H", "H", "H", "H", "H", "H", "H", "H", "H", "H", "H", "H", "H", "H", "H", "H", "H", "H", "H", "H", "C", "N", "C", "C", "C", "O", "H", "H", "H", "H", "H", "H", "H", "H", "H", "H"], "xyz": [[-0.60172, 0.11022, 0.12104], [5.22845, -4.05284, 5.83400], [3.88451, -3.14802, 4.52915], [3.97043, -1.77509, 4.29003], [3.06791, -1.16698, 3.41454], [2.08048, -1.93029, 2.77550], [2.00137, -3.31086, 3.03048], [2.90298, -3.91955, 3.90536], [1.12032, -1.26853, 1.81925], [-0.09868, -0.95150, 2.39361], [-0.36898, -1.21991, 3.82333], [-1.39900, -0.46991, 4.21554], [-1.77199, 0.30228, 3.06294], [-2.34939, 1.51880, 3.11503], [-2.84644, 2.14159, 4.35036], [-2.08188, 3.10825, 5.01518], [-2.55905, 3.70346, 6.18524], [-3.80288, 3.32706, 6.69333], [-4.51595, 4.21098, 8.43563], [-4.57002, 2.35842, 6.04525], [-4.08889, 1.76532, 4.87586], [-2.23066, 2.26659, 1.82194], [-1.49164, 1.97015, 0.78310], [-1.86698, 2.83227, -0.19706], [-1.68499, 2.63504, -1.51459], [-2.36697, 3.64290, -2.39202], [-3.71238, 3.47852, -2.75669], [-4.33733, 4.41682, -3.58086], [-3.61726, 5.51932, -4.04306], [-4.54708, 6.91674, -5.27048], [-2.27839, 5.69235, -3.68909], [-1.65364, 4.75413, -2.86471], [-0.84719, 1.51578, -2.16659], [-1.00503, 1.35959, -3.55310], [-0.01862, 0.52894, -3.98893], [0.69007, 0.21360, -2.86633], [0.08342, 0.62340, -1.69779], [2.00001, -0.52804, -2.90300], [2.39609, -0.75112, -1.65178], [3.31879, -1.69265, -1.13531], [2.92874, -1.98936, 0.10032], [1.76634, -1.05679, 0.37075], [1.60850, -0.23525, -0.65774], [2.67795, -1.09574, -4.07423], [3.81647, -0.46913, -4.59675], [4.46651, -1.00341, -5.71183], [3.97865, -2.16888, -6.30324], [4.94571, -2.96590, -7.96205], [2.84777, -2.80373, -5.78892], [2.19842, -2.26648, -4.67476], [-2.71048, 3.84090, 0.42019], [-3.00744, 3.50430, 1.67261], [-1.26402, -0.33498, 1.97921], [4.72224, -1.16278, 4.77871], [3.11378, -0.09482, 3.23204], [1.21980, -3.89639, 2.54997], [2.81776, -4.98561, 4.09282], [0.19068, -1.85359, 4.48689], [-1.78367, -0.37992, 5.21452], [-1.10425, 3.38144, 4.62141], [-1.94564, 4.44633, 6.68629], [-5.53440, 2.04752, 6.43551], [-4.67317, 0.99848, 4.37056], [-4.27092, 2.61740, -2.39238], [-5.38031, 4.27274, -3.84901], [-1.70859, 6.54730, -4.04267], [-0.60954, 4.88682, -2.58561], [-1.72497, 1.85409, -4.19146], [0.19809, 0.24914, -5.00895], [4.10051, -2.18233, -1.68855], [3.35821, -2.72366, 0.75077], [4.19774, 0.44005, -4.13489], [5.34705, -0.50049, -6.10204], [2.46085, -3.71454, -6.23783], [1.31970, -2.76577, -4.26889], [-3.10230, 4.71140, -0.07867], [-3.62806, 3.99240, 2.39578], [0.88983, -4.68352, -1.67371], [0.91516, -3.59223, -0.71496], [1.76522, -3.72304, 0.45635], [0.17870, -2.42418, -0.84002], [-0.71496, -2.25613, -2.04595], [0.23323, -1.52415, 0.00134], [1.54974, -5.49901, -1.36664], [1.21732, -4.31006, -2.64829], [-0.13223, -5.06508, -1.75323], [2.30062, -4.67578, 0.46003], [1.14536, -3.65445, 1.35585], [2.48945, -2.90244, 0.46443], [-0.70138, -3.09852, -2.73598], [-0.39590, -1.36506, -2.59447], [-1.74387, -2.11927, -1.70039], [-0.86175, -0.97513, 1.26349]]}

---

{"formula": "C48H35F4N8O9P2Se2Ta", "method": "the ωB97M-V functional and the def2-TZVPD basis", "gap_ev": 7.328, "spin_multiplicity": 1, "de_lowest_kj_mol": 81.5, "homo_energy_ev": -8.1, "e_tot_ha": -8907.6768, "species": ["Ta", "O", "C", "C", "C", "N", "C", "C", "C", "O", "O", "C", "O", "O", "H", "H", "H", "Se", "P", "C", "C", "C", "C", "C", "C", "C", "C", "C", "C", "C", "C", "C", "C", "N", "N", "N", "P", "Se", "C", "C", "C", "C", "C", "C", "C", "C", "C", "C", "C", "C", "H", "H", "H", "H", "H", "H", "H", "H", "H", "H", "H", "H", "H", "H", "H", "H", "H", "H", "H", "H", "N", "N", "H", "H", "H", "H", "F", "C", "C", "N", "C", "C", "O", "O", "C", "O", "N", "C", "O", "H", "H", "H", "H", "F", "C", "F", "F", "C", "C", "C", "C", "C", "C", "C", "C", "H", "H", "H", "H"], "xyz": [[0.78330, 1.09468, -1.34927], [6.63122, 3.30978, -0.60878], [5.40149, 2.78565, -0.70548], [4.53927, 2.66838, 0.38647], [3.29643, 2.12076, 0.16774], [2.91376, 1.70392, -1.02730], [3.72708, 1.81923, -2.07528], [4.98723, 2.34953, -1.96893], [3.06995, 1.32152, -3.34043], [3.56332, 1.43329, -4.43484], [1.92133, 0.76639, -3.06561], [2.22302, 1.89368, 1.20468], [2.38557, 2.12836, 2.37660], [1.15857, 1.37260, 0.65779], [6.81250, 3.58310, 0.29516], [4.80784, 2.98871, 1.38583], [5.62398, 2.44040, -2.83835], [-3.92186, -4.26432, 0.05811], [-2.69663, -3.29556, 1.46516], [-1.64690, -4.50352, 2.34040], [-1.20652, -5.63039, 1.64648], [-0.57850, -6.66792, 2.31616], [-0.40389, -6.60345, 3.69212], [-0.85049, -5.49212, 4.39064], [-1.46740, -4.44549, 3.72055], [-3.55737, -2.39259, 2.78036], [-2.87937, -1.43295, 3.53228], [-3.54004, -0.75103, 4.53857], [-4.88007, -1.02037, 4.79392], [-5.55415, -1.97167, 4.04506], [-4.89478, -2.65738, 3.03374], [-1.77160, -1.92315, 0.71761], [-0.50728, -1.57896, 0.26121], [-0.61932, -0.33372, -0.28648], [-1.88821, 0.05037, -0.16213], [-2.57895, -0.87556, 0.42731], [1.05764, -2.40435, 0.29218], [2.41965, -1.14526, -0.79143], [0.90053, -4.01386, -0.48417], [1.97319, -4.90476, -0.46477], [1.85865, -6.12883, -1.09917], [0.68451, -6.45831, -1.76790], [-0.37049, -5.55988, -1.81172], [-0.26687, -4.33149, -1.17479], [1.59151, -2.50718, 2.01197], [2.03379, -3.66723, 2.62827], [2.51924, -3.60718, 3.92830], [2.53680, -2.40332, 4.61233], [2.06828, -1.24417, 4.00217], [1.60618, -1.29027, 2.70039], [-1.42942, -5.72895, 0.59243], [-0.25777, -7.54321, 1.76390], [0.06443, -7.42611, 4.22030], [-0.73295, -5.43981, 5.46613], [-1.83656, -3.60093, 4.28858], [-1.84086, -1.20071, 3.31721], [-3.01641, 0.00393, 5.11129], [-5.40064, -0.47457, 5.57157], [-6.60035, -2.17308, 4.23682], [-5.41506, -3.38787, 2.42525], [2.89879, -4.64494, 0.03735], [2.68765, -6.82493, -1.07912], [0.59819, -7.41794, -2.26256], [-1.28626, -5.81287, -2.33053], [-1.09586, -3.63480, -1.21400], [1.99006, -4.61846, 2.11562], [2.86851, -4.51228, 4.40822], [2.91296, -2.36386, 5.62749], [2.08124, -0.29903, 4.52980], [1.26206, -0.38174, 2.21654], [-1.37471, -1.26105, -2.72877], [-0.25475, -0.39302, -2.95035], [-1.77020, -1.49067, -3.62855], [-2.06956, -0.73403, -2.21060], [-0.43113, 0.26738, -3.69734], [0.52550, -0.96390, -3.24312], [5.36391, 4.69921, -3.45922], [4.32158, 4.40421, -4.24146], [3.06962, 4.60193, -3.82795], [1.98439, 4.26936, -4.61550], [0.63968, 4.36727, -4.05056], [0.53365, 3.23209, -3.05764], [-0.18692, 2.23141, -3.24142], [1.31680, 3.22612, -2.06215], [2.13628, 3.72359, -5.88235], [1.20131, 3.41092, -6.58998], [3.45138, 3.56416, -6.27164], [4.61361, 3.82891, -5.55394], [5.71397, 3.60372, -5.99843], [2.84465, 4.99197, -2.84625], [-0.09042, 4.26103, -4.84274], [0.51743, 5.32263, -3.54281], [3.57789, 3.14744, -7.17871], [-5.30620, 8.02001, 1.57304], [-5.75341, 6.91715, 0.94525], [-6.41341, 7.32901, -0.15903], [-6.67556, 6.34679, 1.74990], [-4.65048, 5.96298, 0.60485], [-4.97669, 4.77372, -0.03833], [-3.98255, 3.87412, -0.36865], [-2.64639, 4.15528, -0.06012], [-2.33387, 5.34948, 0.59081], [-3.33222, 6.25104, 0.92014], [-1.62441, 3.22141, -0.41089], [-0.78581, 2.41144, -0.73883], [-6.00975, 4.55402, -0.27888], [-4.22353, 2.94148, -0.86209], [-1.30170, 5.56255, 0.83760], [-3.08486, 7.17691, 1.42167]]}